The following is a quantum chemistry calculation of a 9-piece molecular cluster, C56H134BrN8O3 overall at a distorted geometry, from the Open Molecules 2025 dataset.

Output
**Highest occupied orbital energy**: -21.87 eV
**Energy**: -5448.744250 Eh
**Charge**: +7
**Orbital gap**: 9.1857 eV

Geometry (Å):
H  23.063  6.943  -22.400
H  16.868  1.644  -16.999
H  19.451  9.621  -23.074
C  13.801  8.875  -21.295
H  14.160  -1.225  -18.696
C  19.509  2.961  -18.022
C  13.421  4.265  -22.426
H  15.833  7.135  -18.098
H  11.874  6.557  -21.578
C  17.983  -0.019  -26.669
H  21.415  10.335  -20.375
H  17.413  4.939  -24.351
H  14.470  -0.898  -22.080
H  19.017  7.151  -17.409
H  13.296  1.589  -14.746
H  22.166  5.500  -12.066
C  11.376  5.591  -21.663
H  20.751  7.588  -23.061
H  22.834  9.355  -19.902
H  15.937  0.587  -15.921
H  21.632  8.119  -10.502
H  18.022  -0.888  -27.327
C  19.496  3.028  -22.467
H  12.143  8.822  -15.427
H  13.885  7.789  -21.351
H  18.732  9.142  -12.852
H  15.947  0.350  -26.858
H  18.801  6.517  -12.705
H  21.422  1.355  -21.246
H  7.490  5.121  -16.209
H  12.706  5.436  -24.751
N  12.081  4.921  -22.812
H  13.055  0.097  -16.362
H  21.158  8.786  -19.733
C  20.853  7.549  -11.009
H  11.979  -1.119  -23.828
C  12.947  5.861  -17.059
C  13.656  -0.004  -24.540
C  17.660  4.326  -23.485
H  15.348  0.403  -20.196
H  19.382  3.910  -15.040
H  10.696  5.814  -17.127
H  18.215  8.688  -22.449
H  19.837  5.240  -12.373
H  18.745  2.350  -19.946
H  14.067  3.961  -23.250
H  14.567  -1.447  -16.980
C  18.804  4.832  -14.974
H  18.810  9.706  -18.560
H  19.868  2.260  -17.269
C  11.290  4.660  -20.402
C  18.109  8.885  -18.412
C  22.967  7.522  -21.482
C  12.883  -1.320  -24.402
H  10.087  4.971  -14.640
C  16.500  0.628  -16.854
H  16.846  11.186  -18.352
C  13.314  1.131  -16.591
C  18.500  8.060  -17.104
C  21.361  4.060  -19.012
H  16.613  9.417  -20.549
H  13.749  0.599  -25.443
H  13.063  0.580  -23.836
H  20.748  6.568  -10.544
H  19.368  6.944  -15.025
H  21.633  4.984  -19.521
H  18.680  8.060  -11.062
H  22.346  8.847  -23.755
H  16.872  -0.029  -19.454
C  20.456  7.976  -22.086
C  10.042  6.060  -14.661
O  13.902  1.702  -15.482
H  10.421  8.518  -14.706
C  22.462  9.444  -22.850
H  19.091  8.793  -16.554
H  18.186  8.256  -19.299
H  13.018  5.301  -17.991
H  15.551  1.974  -23.899
N  15.423  0.348  -17.982
H  18.388  4.980  -15.970
H  14.609  2.342  -17.820
H  16.980  3.510  -23.238
H  17.168  -0.232  -16.880
O  10.516  5.409  -19.564
C  19.032  3.882  -23.641
H  15.125  8.450  -17.190
C  13.793  -2.273  -23.649
H  22.367  1.758  -19.713
H  16.825  10.252  -16.715
C  16.160  -0.676  -24.979
H  13.379  -2.909  -22.866
N  21.925  8.585  -21.664
N  11.296  6.678  -15.282
H  10.120  4.344  -23.653
H  23.442  9.835  -22.576
C  12.351  6.023  -23.904
H  19.921  10.281  -12.330
H  17.053  -1.055  -24.481
H  10.190  6.362  -13.624
C  16.386  10.449  -17.693
C  20.342  3.775  -21.343
H  15.319  10.634  -17.566
H  21.849  8.982  -13.120
H  14.716  1.313  -22.491
H  13.140  6.713  -23.606
H  12.312  4.697  -20.026
C  16.658  0.316  -26.033
H  8.437  7.588  -14.889
H  16.379  0.876  -22.742
H  15.571  -1.400  -25.541
H  10.966  3.624  -20.493
H  19.970  5.169  -17.808
C  14.921  -1.370  -22.953
C  19.812  6.177  -12.929
C  17.188  7.748  -16.430
H  17.902  4.670  -14.383
H  13.760  6.587  -17.059
C  11.081  3.878  -23.433
C  19.665  2.293  -19.364
C  11.523  6.465  -16.842
H  16.970  6.695  -16.246
H  12.299  1.450  -16.831
C  21.851  9.336  -20.370
H  11.442  6.514  -24.250
H  22.616  6.920  -20.645
H  20.998  4.067  -17.064
H  15.846  -1.666  -18.062
H  20.154  7.155  -21.437
H  13.215  3.335  -21.897
C  19.683  8.487  -11.062
H  14.581  10.553  -19.995
H  15.869  -1.815  -22.652
H  13.641  1.204  -18.795
C  14.933  -1.084  -17.941
C  21.905  2.116  -20.633
H  13.301  6.484  -14.471
H  8.927  6.966  -16.376
H  7.245  5.210  -14.439
H  18.356  10.398  -21.238
H  6.578  6.394  -15.582
H  14.240  -3.035  -24.287
N  20.767  3.041  -20.065
O  19.067  9.794  -21.012
C  15.448  1.091  -23.267
N  16.606  9.114  -18.385
C  16.005  0.625  -19.355
H  23.954  7.914  -21.235
C  22.266  6.409  -12.659
C  20.380  4.170  -17.956
H  16.270  1.682  -19.361
H  21.117  4.432  -21.738
C  12.433  5.859  -14.681
C  20.863  8.529  -13.227
H  18.645  2.511  -22.022
N  15.071  -0.240  -24.013
H  12.755  9.136  -21.454
H  19.004  3.268  -24.541
H  11.534  7.423  -17.363
H  19.682  4.561  -20.976
C  19.683  6.043  -14.499
H  14.360  9.323  -22.116
H  19.766  9.165  -10.212
H  10.910  3.114  -22.676
C  11.451  8.196  -14.863
H  10.382  5.828  -22.043
C  16.074  8.005  -17.488
C  19.221  9.021  -22.193
H  12.274  5.392  -13.709
H  18.428  0.850  -27.153
H  22.604  2.834  -21.064
H  13.979  5.073  -21.954
H  20.153  2.349  -23.011
H  9.749  5.288  -20.130
Br  16.431  4.744  -19.610
H  11.313  3.401  -24.385
H  14.122  8.976  -19.166
H  18.792  -0.168  -25.954
C  14.529  9.466  -20.051
H  12.544  -1.746  -25.346
H  19.783  1.214  -19.461
H  18.474  3.226  -17.806
H  12.683  4.006  -16.130
C  14.200  1.332  -17.869
H  21.755  10.271  -22.923
H  19.718  4.714  -23.803
H  17.683  5.023  -22.648
H  16.210  7.850  -19.968
H  22.512  6.239  -13.708
C  15.976  8.905  -19.827
H  11.850  8.211  -13.849
N  20.949  7.163  -12.468
H  22.991  7.085  -12.206
H  20.648  5.925  -14.990
H  20.732  8.310  -14.287
H  16.655  1.312  -25.589
C  7.448  5.782  -15.344
H  22.290  3.661  -18.604
C  13.041  5.001  -15.867
C  19.731  9.212  -12.421
H  14.106  4.825  -15.717
C  8.730  6.645  -15.353
H  17.033  8.321  -15.516